Entry 1:
The following is a quantum chemistry calculation of a cluster of 9 separate species, C54H59INO2P in total at a distorted geometry, from the Open Molecules 2025 dataset.

```
118
Properties=species:S:1:pos:R:3
H 0.059 1.359 5.930
N -0.018 0.724 5.122
C 0.688 1.251 4.186
C 0.861 0.604 2.763
C 2.350 0.168 2.547
C 3.131 -0.449 3.786
O 4.444 -0.631 3.194
C 4.220 -1.105 1.832
P 5.061 -2.796 1.800
O 5.100 -3.375 3.411
I 7.444 -2.326 1.295
C 2.648 -1.054 1.547
H 1.225 2.227 4.360
H 0.606 1.433 2.042
H 0.113 -0.206 2.579
H 3.021 0.954 2.119
H 2.819 -1.526 3.912
H 3.074 0.150 4.721
H 4.667 -0.460 1.032
H 5.929 -3.014 3.771
H 2.032 -1.902 1.954
H 2.331 -0.662 0.552
C 3.792 6.042 2.955
C 3.897 5.585 4.264
C 4.188 4.249 4.513
C 4.370 3.368 3.453
C 4.255 3.823 2.144
C 3.968 5.160 1.895
H 3.571 7.085 2.761
H 3.753 6.272 5.090
H 4.274 3.894 5.534
H 4.600 2.326 3.647
H 4.391 3.135 1.317
H 3.881 5.515 0.875
C 3.386 9.585 9.041
C 4.741 9.617 8.730
C 5.162 9.359 7.430
C 4.228 9.066 6.443
C 2.874 9.026 6.757
C 2.453 9.287 8.055
H 3.058 9.793 10.053
H 5.468 9.843 9.500
H 6.217 9.387 7.187
H 4.556 8.868 5.429
H 2.147 8.791 5.988
H 1.398 9.258 8.299
C -0.467 -0.596 -2.685
C -0.362 -1.052 -1.377
C -0.069 -2.387 -1.126
C 0.114 -3.269 -2.186
C 0.000 -2.814 -3.494
C -0.289 -1.478 -3.744
H -0.690 0.446 -2.880
H -0.509 -0.365 -0.550
H 0.015 -2.741 -0.105
H 0.344 -4.310 -1.991
H 0.136 -3.501 -4.321
H -0.377 -1.124 -4.765
C 4.873 -4.624 -7.026
C 4.353 -5.913 -7.020
C 3.241 -6.211 -6.241
C 2.651 -5.221 -5.465
C 3.176 -3.933 -5.464
C 4.286 -3.634 -6.246
H 5.736 -4.390 -7.639
H 4.815 -6.686 -7.624
H 2.834 -7.216 -6.239
H 1.782 -5.452 -4.859
H 2.719 -3.162 -4.854
H 4.694 -2.630 -6.247
C -3.919 -4.706 0.425
C -2.885 -3.850 0.787
C -2.379 -3.877 2.082
C -2.911 -4.758 3.017
C -3.951 -5.607 2.658
C -4.454 -5.582 1.362
H -4.308 -4.689 -0.586
H -2.472 -3.162 0.059
H -1.571 -3.212 2.363
H -2.516 -4.781 4.026
H -4.370 -6.290 3.388
H -5.263 -6.246 1.082
C -6.497 0.019 -3.799
C -6.488 -0.454 -2.492
C -5.314 -0.953 -1.940
C -4.149 -0.983 -2.698
C -4.159 -0.519 -4.008
C -5.332 -0.016 -4.559
H -7.411 0.414 -4.227
H -7.397 -0.432 -1.902
H -5.306 -1.319 -0.920
H -3.232 -1.370 -2.267
H -3.251 -0.549 -4.600
H -5.339 0.348 -5.580
C -6.007 2.573 2.644
C -4.653 2.608 2.330
C -4.234 2.351 1.030
C -5.169 2.055 0.044
C -6.521 2.011 0.360
C -6.941 2.271 1.659
H -6.334 2.780 3.656
H -3.925 2.837 3.099
H -3.179 2.382 0.784
H -4.842 1.856 -0.970
H -7.249 1.774 -0.407
H -7.996 2.239 1.905
C -3.463 -2.871 -8.005
C -3.459 -3.346 -6.699
C -2.288 -3.854 -6.148
C -1.122 -3.890 -6.906
C -1.129 -3.423 -8.215
C -2.299 -2.912 -8.764
H -4.375 -2.469 -8.433
H -4.368 -3.320 -6.110
H -2.284 -4.221 -5.128
H -0.207 -4.284 -6.476
H -0.222 -3.457 -8.807
H -2.304 -2.546 -9.784
```

Summary:
**Structure (SMILES)**: [H]/N=C/C[C@H]1CO[C@@H](P(O)I)C1.c1ccccc1.c1ccccc1.c1ccccc1.c1ccccc1.c1ccccc1.c1ccccc1.c1ccccc1.c1ccccc1

Atom charges from the Löwdin analysis, given in e for atoms 1 to 99: 0.0460 0.0774 -0.2508 -0.1261 -0.2781 -0.1416 -0.2340 -0.5262 0.5434 -0.4038 0.3370 -0.1292 0.1191 0.1151 0.1106 0.1258 0.1327 0.1250 0.1062 0.0076 0.1160 0.1151 -0.0945 -0.0921 -0.0924 -0.0983 -0.0986 -0.0944 0.0991 0.0876 0.1022 0.0940 0.0982 0.1006 -0.0969 -0.0968 -0.0951 -0.1062 -0.1026 -0.0971 0.1000 0.1002 0.1008 0.0957 0.0993 0.0999 -0.1035 -0.1055 -0.1111 -0.0761 -0.0994 -0.0896 0.1056 0.0975 0.0929 0.1062 0.0710 0.1059 -0.0962 -0.0967 -0.0947 -0.1063 -0.0954 -0.0937 0.0999 0.1001 0.1008 0.0929 0.0912 0.1005 -0.0937 -0.0962 -0.0945 -0.0946 -0.0973 -0.0967 0.0999 0.0780 0.0935 0.1009 0.0998 0.0997 -0.0947 -0.1071 -0.1011 -0.0876 -0.0948 -0.0955 0.0998 0.0988 0.1042 0.0855 0.0933 0.1000 -0.0985 -0.0982 -0.0955 -0.0965 -0.0965



Entry 2:
The following is a quantum chemistry calculation of the ion C3H7N2 with charge +1 at a distorted geometry, from the Open Molecules 2025 dataset.

```
12
Properties=species:S:1:pos:R:3
C 1.028 1.560 0.319
C 0.032 0.576 0.751
N -0.494 -0.431 1.379
N -0.818 -0.209 -0.117
C -0.568 -1.346 -1.006
H 1.982 1.040 0.072
H 1.227 2.371 0.920
H 0.510 1.856 -0.604
H -1.268 -0.540 2.040
H 0.504 -1.689 -1.178
H -1.115 -2.217 -0.591
H -1.022 -0.969 -1.985
```

Summary:
**Net charge**: +1
**Structure (SMILES)**: CC1=[NH+]N1C
**Relative energy (zero: lowest compared OMol25 entry of this formula, charge and spin)**: 97.04 kcal/mol

Electronic structure analysis, natural (NBO) charges in units of e: -0.7017 0.6757 -0.3769 -0.2258 -0.4643 0.3220 0.2847 0.2862 0.4587 0.2290 0.2488 0.2637



Computed Kohn-Sham gap (eV) in order:
8.63; 9.49
Computed E_HOMO (eV) in order:
-8.5700; -15.4399
Computed E (eV) in order:
-79928.1061; -6193.3035